Entry 1:
{
  "formula": "C29H25NO2S",
  "method": "ωB97M-V/def2-TZVPD",
  "spin_multiplicity": 1,
  "homo_energy_ev": -5.70,
  "charge": 0,
  "lumo_ev": -1.99,
  "e_above_lowest_kj_mol": 54.9,
  "species": ["C", "N", "C", "C", "C", "C", "C", "C", "C", "C", "C", "C", "C", "C", "C", "C", "C", "H", "H", "H", "H", "H", "H", "H", "H", "H", "H", "H", "H", "H", "H", "C", "C", "C", "C", "S", "C", "C", "C", "C", "C", "C", "C", "O", "O", "C", "C", "H", "H", "H", "H", "H", "H", "H", "H", "H", "H", "H"],
  "coordinates": [[-3.707016, 0.032823, 2.873866], [-2.621267, 0.704431, 2.180679], [-1.400967, 0.159532, 1.938826], [-0.584344, 1.096755, 1.252078], [0.702354, 0.843344, 0.797176], [1.518682, 1.830564, 0.133467], [1.046961, 2.562194, -0.985738], [1.815675, 3.586960, -1.524413], [3.070299, 3.890745, -0.970485], [3.566474, 3.143403, 0.111714], [2.826150, 2.088331, 0.622226], [-1.376012, 2.340909, 1.203368], [-1.071880, 3.673644, 0.974751], [-2.067280, 4.644138, 1.163454], [-3.343924, 4.292816, 1.638847], [-3.642862, 2.960273, 1.959131], [-2.651129, 2.023490, 1.721350], [-4.575082, 0.692789, 2.866152], [-3.965622, -0.909752, 2.371644], [-3.435858, -0.203088, 3.914065], [-1.115568, -0.822948, 2.306235], [1.175331, -0.068419, 1.151773], [0.061947, 2.319148, -1.385603], [1.431538, 4.156021, -2.371751], [3.632825, 4.745102, -1.348936], [4.535012, 3.381802, 0.556560], [3.189159, 1.481020, 1.455186], [-0.062576, 3.952240, 0.684434], [-1.837881, 5.692483, 0.952240], [-4.110315, 5.061023, 1.756263], [-4.584249, 2.643678, 2.395436], [-1.606675, -4.786995, 2.390372], [-0.826689, -5.484709, 1.462093], [-0.447404, -4.885562, 0.256960], [-0.863960, -3.580081, -0.014309], [-0.435976, -2.753697, -1.572137], [0.944309, -1.771156, -1.201296], [1.832873, -1.480073, -2.249893], [3.163087, -1.038146, -1.972638], [4.059337, -0.782585, -2.997725], [3.666703, -0.939514, -4.339117], [2.358502, -1.354966, -4.634688], [1.459574, -1.617384, -3.626303], [-0.108958, -3.848652, -2.465609], [-1.591711, -1.925169, -1.862734], [-1.679194, -2.896349, 0.886163], [-2.011893, -3.474795, 2.110654], [-1.906002, -5.260792, 3.327180], [-0.526551, -6.512109, 1.668037], [0.140126, -5.431345, -0.478990], [1.263528, -1.801235, -0.170176], [3.424344, -0.921936, -0.913213], [5.074854, -0.463238, -2.750367], [4.369343, -0.746266, -5.144941], [2.035148, -1.471056, -5.666203], [0.456827, -1.948598, -3.884295], [-2.050020, -1.906593, 0.620801], [-2.612096, -2.912452, 2.828380]],
  "forces_ev_per_a": [[-0.1, -0.3, 0.1], [1.0, -0.9, -0.2], [-0.3, 1.0, -0.1], [-0.6, 0.0, 0.2], [-0.2, -0.5, 0.3], [0.8, 0.4, -0.8], [0.2, -0.2, 0.6], [0.3, -0.1, 0.2], [-0.3, -0.1, 0.4], [0.0, 0.2, -0.4], [-0.8, -0.2, -0.1], [-0.4, -0.6, 0.2], [-0.3, 0.6, -0.1], [0.1, -0.3, 0.0], [-0.1, -0.4, -0.1], [0.2, 0.6, -0.3], [0.5, 0.2, 0.5], [0.1, -0.3, 0.1], [0.1, 0.3, 0.0], [0.0, 0.2, -0.3], [-0.3, 0.2, -0.3], [0.0, 0.2, 0.0], [0.3, 0.1, 0.0], [0.2, -0.2, 0.2], [-0.1, -0.3, 0.0], [-0.3, -0.1, -0.2], [0.0, 0.3, -0.2], [-0.3, 0.1, 0.0], [-0.1, -0.4, 0.1], [0.3, -0.2, 0.0], [0.0, 0.4, -0.1], [0.1, 0.3, -0.1], [-0.2, 0.1, 0.0], [-0.1, 0.2, 0.1], [0.0, 0.1, 0.1], [-0.3, -0.4, 1.0], [-0.8, -0.2, 0.6], [0.9, 0.3, -1.1], [-0.7, -0.1, 0.1], [-0.1, 0.0, -0.3], [0.0, 0.0, 0.3], [0.5, 0.2, 0.2], [0.1, 0.1, 0.6], [-0.1, 0.3, -0.1], [0.1, -0.1, -0.3], [0.2, -0.1, 0.2], [0.0, -0.3, -0.2], [0.1, 0.1, -0.3], [-0.1, 0.3, 0.0], [-0.1, 0.2, 0.1], [0.1, -0.2, -0.1], [0.2, 0.0, -0.5], [-0.3, -0.1, -0.2], [-0.1, 0.0, 0.1], [0.1, 0.0, 0.1], [0.2, 0.1, 0.1], [0.1, -0.3, -0.1], [0.1, -0.2, -0.1]]
}

---

Entry 2:
{
  "formula": "C6H21NO6",
  "method": "ωB97M-V/def2-TZVPD",
  "s2": 0.7571,
  "spin_multiplicity": 2,
  "homo_energy_ev": [-12.84, -12.71],
  "charge": 1,
  "lumo_ev": [-3.94, -7.95],
  "species": ["C", "N", "C", "C", "C", "C", "C", "O", "H", "H", "H", "H", "H", "H", "H", "H", "H", "H", "H", "H", "H", "O", "H", "H", "O", "H", "H", "O", "H", "H", "O", "H", "H", "O"],
  "coordinates": [[1.017917, -2.661705, -0.379893], [0.650973, -1.506397, -1.206547], [1.417325, -0.341220, -0.971013], [0.992918, 0.886699, -1.783225], [-0.349839, 1.351795, -1.370098], [-0.622475, 2.434578, -0.630748], [2.963147, -0.572856, -1.190449], [3.675621, 0.347503, -1.365807], [2.095875, -2.687376, -0.223446], [0.523343, -2.617986, 0.592604], [0.731407, -3.582103, -0.871175], [0.566001, -1.780963, -2.174190], [1.327353, -0.041249, 0.086601], [1.808335, 1.595544, -1.586032], [1.150555, 0.903064, -2.869922], [-1.200532, 0.713865, -1.536699], [0.171353, 3.126792, -0.382425], [-1.635277, 2.620857, -0.305709], [3.356667, -1.598185, -1.094707], [0.911983, 1.941268, 2.168943], [1.906329, 2.101864, 0.753408], [1.514584, 1.612907, 1.478006], [-1.646378, -2.925704, -0.824323], [-3.000899, -2.400178, -1.332367], [-2.045565, -2.320844, -1.463229], [-0.731553, -0.364041, 1.343100], [-1.522408, -0.806580, 0.159747], [-1.418601, -0.040948, 0.741082], [-2.863714, 0.393833, 1.696693], [-4.024376, 1.076026, 2.211096], [-3.219490, 0.672721, 2.570035], [-0.461527, 1.287010, 3.935463], [-1.390672, 1.386362, 2.682080], [-0.648377, 1.795645, 3.143147]],
  "forces_ev_per_a": [[-0.9, 0.2, 0.0], [2.5, -0.6, 0.4], [-1.9, 0.2, -0.7], [1.1, 1.1, -0.5], [-0.8, 1.1, 0.9], [0.8, -0.6, -1.0], [1.0, 0.3, 0.2], [-0.1, -0.1, -0.1], [0.1, 0.0, 0.2], [0.2, 0.1, 0.1], [-0.1, -0.1, -0.1], [-0.6, 0.3, -0.4], [0.3, -0.1, 0.2], [-0.5, 0.4, 0.6], [-0.5, -1.2, -0.1], [0.1, -0.4, -0.5], [-0.2, 0.2, 0.2], [0.1, 0.2, 0.0], [-0.2, -0.2, 0.0], [-0.2, 0.9, -0.7], [-0.6, 1.0, 0.8], [0.8, -2.1, -0.2], [-0.4, -0.1, -0.2], [0.1, -0.1, -0.1], [0.2, 0.1, 0.4], [-0.1, 0.5, 0.3], [-0.4, 0.1, -0.4], [0.5, -1.2, 0.1], [0.4, -0.3, 0.8], [-0.2, 0.3, 0.9], [-0.5, 0.0, -1.5], [-0.3, -0.1, 0.1], [-0.4, 0.1, 0.5], [0.8, 0.2, -0.2]]
}

---

Entry 3:
{
  "formula": "C20H54BNO10P2",
  "method": "ωB97M-V/def2-TZVPD",
  "spin_multiplicity": 1,
  "homo_energy_ev": -7.06,
  "smiles": "CP(C)[PH3]B(N)O.COCCOCCOC.COCCOCCOC.COCCOCCOC",
  "charge": 0,
  "lumo_ev": 0.18,
  "species": ["C", "P", "C", "P", "B", "N", "O", "H", "H", "H", "H", "H", "H", "H", "H", "H", "H", "H", "H", "C", "O", "C", "C", "O", "C", "C", "O", "C", "H", "H", "H", "H", "H", "H", "H", "H", "H", "H", "H", "H", "H", "H", "C", "O", "C", "C", "O", "C", "C", "O", "C", "H", "H", "H", "H", "H", "H", "H", "H", "H", "H", "H", "H", "H", "H", "C", "O", "C", "C", "O", "C", "C", "O", "C", "H", "H", "H", "H", "H", "H", "H", "H", "H", "H", "H", "H", "H", "H"],
  "coordinates": [[4.286502, -1.870963, -1.245281], [3.510782, -0.361635, -1.940702], [4.121137, 0.890425, -0.743611], [1.386010, -0.598281, -1.073908], [-0.447195, -0.741395, -0.275545], [-0.704467, -1.466603, 0.977851], [-1.486833, -0.127558, -0.919436], [5.357659, -1.869151, -1.457924], [4.163850, -1.893021, -0.154608], [3.837620, -2.758591, -1.693256], [3.789031, 1.882002, -1.053050], [3.704716, 0.699318, 0.256241], [5.207471, 0.865391, -0.654207], [0.919248, -0.954965, -2.395198], [1.924626, -1.540036, -0.074971], [1.418482, 0.827193, -0.772647], [-0.314663, -2.407943, 0.898914], [-0.106997, -1.051133, 1.695641], [-1.305821, 0.803321, -1.065985], [7.690128, -2.386090, 3.715744], [8.291066, -1.798198, 2.586249], [7.342171, -1.355402, 1.634486], [7.935059, -0.293373, 0.739571], [7.969648, 0.994922, 1.331994], [8.989445, 1.239663, 2.285883], [10.350184, 1.486065, 1.679045], [10.962525, 0.267310, 1.302855], [11.993888, 0.451492, 0.362074], [7.103980, -3.272694, 3.444990], [8.488589, -2.685712, 4.391299], [7.034140, -1.674911, 4.231810], [6.456227, -0.942706, 2.133956], [7.030638, -2.208711, 1.013811], [7.272301, -0.185625, -0.122510], [8.921613, -0.586201, 0.373506], [9.043070, 0.439230, 3.027501], [8.685560, 2.158162, 2.792118], [10.981034, 1.998556, 2.419736], [10.239685, 2.141551, 0.805664], [11.613993, 0.908932, -0.559106], [12.400768, -0.529999, 0.127951], [12.796667, 1.081955, 0.763131], [-4.079089, 6.159037, 3.791085], [-4.417656, 5.460340, 2.616738], [-3.819629, 6.017153, 1.461887], [-3.766277, 5.006458, 0.341459], [-2.723951, 4.054253, 0.475686], [-2.942047, 2.992232, 1.390858], [-3.859740, 1.913165, 0.870513], [-5.220682, 2.286022, 0.983476], [-6.023992, 1.524969, 0.109397], [-4.419511, 7.200877, 3.752754], [-4.572247, 5.658641, 4.621803], [-2.995840, 6.149308, 3.960756], [-2.800086, 6.355334, 1.687427], [-4.407611, 6.884237, 1.127747], [-3.535805, 5.550587, -0.576890], [-4.736777, 4.519486, 0.219203], [-3.291748, 3.360302, 2.358023], [-1.956923, 2.540644, 1.534019], [-3.690214, 0.993925, 1.449155], [-3.612289, 1.704658, -0.178344], [-5.728167, 1.686541, -0.934053], [-7.056469, 1.844206, 0.234061], [-5.948381, 0.454924, 0.337427], [-8.797690, -2.347762, -4.963559], [-8.212577, -2.943757, -3.830543], [-7.763808, -4.262189, -4.081832], [-6.720953, -4.680422, -3.072857], [-5.431068, -4.150989, -3.325212], [-5.207191, -2.799107, -2.959578], [-4.998771, -2.587455, -1.479188], [-6.239058, -2.588764, -0.791990], [-6.088879, -2.894789, 0.575918], [-9.680867, -2.903719, -5.301104], [-9.102386, -1.341766, -4.682406], [-8.083462, -2.285487, -5.793158], [-7.333841, -4.331445, -5.089220], [-8.615333, -4.955234, -4.018634], [-6.603173, -5.762925, -3.157646], [-7.056954, -4.449315, -2.059175], [-6.004466, -2.149055, -3.327847], [-4.278360, -2.521931, -3.462605], [-4.499619, -1.619770, -1.327161], [-4.347854, -3.380149, -1.089587], [-5.657299, -3.895141, 0.699520], [-7.077675, -2.876094, 1.029767], [-5.447119, -2.164626, 1.083837]],
  "forces_ev_per_a": [[0.1, 0.2, 0.3], [0.2, 0.1, -0.6], [-0.3, -0.1, 0.4], [-0.2, 0.1, 0.3], [0.1, -0.2, 0.1], [0.2, -0.3, -0.3], [-0.2, 0.2, 0.7], [-0.1, -0.1, -0.1], [-0.1, -0.2, -0.1], [0.1, 0.0, 0.1], [0.2, 0.0, 0.0], [0.1, 0.0, 0.0], [0.0, 0.1, -0.1], [-0.1, 0.1, 0.0], [0.1, 0.0, 0.0], [0.0, -0.1, -0.2], [-0.1, 0.0, 0.1], [-0.2, 0.0, 0.1], [0.0, 0.2, -0.7], [0.0, -0.1, 0.0], [0.0, 0.2, 0.1], [0.1, -0.2, -0.1], [-0.1, 0.1, -0.1], [0.0, 0.0, 0.0], [0.0, 0.1, 0.1], [0.1, 0.0, 0.0], [-0.1, 0.0, -0.1], [0.1, 0.0, 0.1], [0.0, 0.0, 0.0], [0.0, 0.0, 0.0], [0.0, 0.0, 0.0], [0.0, 0.0, 0.0], [-0.1, 0.0, 0.0], [0.0, 0.0, 0.0], [0.0, -0.1, 0.1], [0.1, 0.0, -0.1], [0.0, 0.0, 0.0], [0.0, 0.1, 0.0], [0.0, 0.0, 0.0], [0.0, 0.0, 0.0], [0.0, 0.0, 0.0], [0.0, 0.0, 0.0], [-0.1, 0.0, 0.0], [0.1, -0.1, 0.0], [-0.1, 0.1, 0.1], [0.0, 0.0, -0.1], [0.0, 0.0, 0.0], [0.1, 0.0, 0.1], [-0.1, -0.1, 0.1], [0.1, 0.2, -0.2], [-0.1, -0.1, 0.1], [0.0, 0.0, 0.0], [0.0, 0.0, 0.0], [0.0, 0.0, 0.0], [0.0, 0.0, 0.0], [0.1, 0.0, 0.0], [0.0, 0.0, 0.0], [0.0, 0.0, 0.1], [-0.1, 0.0, 0.0], [0.0, 0.0, 0.0], [0.1, 0.0, -0.1], [0.0, 0.0, 0.0], [0.0, -0.1, 0.0], [0.0, 0.0, 0.1], [0.0, 0.0, -0.1], [-0.1, 0.0, 0.0], [0.2, 0.1, 0.0], [-0.1, 0.0, 0.0], [0.0, -0.1, 0.0], [0.0, 0.0, 0.0], [0.1, 0.1, -0.1], [-0.1, 0.1, 0.0], [0.0, -0.1, 0.0], [0.0, 0.1, -0.1], [0.0, 0.0, 0.0], [0.0, 0.0, 0.0], [0.0, 0.0, 0.0], [0.0, 0.0, 0.0], [0.0, 0.0, -0.1], [0.0, 0.0, 0.0], [0.0, 0.1, 0.0], [0.0, 0.0, 0.1], [0.0, 0.0, 0.0], [0.1, -0.1, 0.0], [0.0, 0.0, 0.0], [0.0, 0.0, 0.1], [0.0, 0.0, 0.0], [0.0, 0.0, 0.0]]
}

---

| no. | energy (hartree) |
| --- | --- |
| 1 | -1723.36674 |
| 2 | -747.02477 |
| 3 | -2308.89394 |